Entry 1:
A 2-piece molecular cluster, C2H8N2O overall at a distorted geometry. Source: OMol25; level of theory: ωB97M-V with the def2-TZVPD basis set.

Geometry (Å):
H1 0.89756 -1.06565 0.62704
H2 -0.56952 0.26650 -0.17039
H3 2.47122 -1.48385 -0.01635
H4 0.84006 1.36925 -2.02036
C1 -2.08877 0.18860 1.08735
H5 -1.78487 0.74659 1.97234
C2 1.59760 0.04759 -0.93179
O1 -0.91335 -0.38874 0.47950
H6 -2.73875 -0.66353 1.24619
H7 -2.56407 0.89766 0.40898
N1 0.70095 0.95158 -1.11495
H8 2.55493 0.13363 -1.46220
N2 1.59700 -0.99963 -0.10533

Calculated values
HOMO energy, eV: -9.388
Energy relative to the best compared isomer or geometry (same formula, charge and spin), kJ/mol: 145.70
SMILES: [H]/N=C/N.CO
Total charge: 0
M, g mol⁻¹: 76.099

=====

Entry 2:
A 2-piece molecular cluster, C2H8N2O2 overall at a distorted geometry. Source: OMol25; level of theory: ωB97M-V with the def2-TZVPD basis set.

Geometry (Å):
H1 0.48385 1.50849 2.37528
O1 -0.28198 0.30686 -2.42227
H2 -1.96222 -0.56373 0.72145
H3 0.85727 -0.30473 1.17096
N1 -0.39542 1.12483 2.05241
H4 -1.04604 1.17093 2.82409
N2 -1.00200 -0.59584 0.39985
H5 0.40682 -1.54385 -2.82889
H6 -0.87162 0.07535 -0.34779
H7 -0.29201 -1.01861 2.28475
C1 -0.16977 -0.22023 1.53553
H8 1.79121 0.75825 -2.71824
C2 0.58590 -0.51340 -2.56244
O2 1.89599 -0.18432 -2.48469

Calculated values
HOMO energy, eV: -9.243
Energy relative to the best compared isomer or geometry (same formula, charge and spin), kJ/mol: 124.44
SMILES: O=CO.NCN
Total charge: 0
M, g mol⁻¹: 92.098

=====

Entry 3:
C2H8N2O2 as an isolated structure at a distorted geometry. Source: OMol25; level of theory: ωB97M-V with the def2-TZVPD basis set.

Geometry (Å):
H1 -1.49611 -0.53978 -3.38165
N1 0.28938 -0.23431 1.22774
O1 -1.45979 -0.17515 -0.16193
H2 -0.52155 -0.42473 1.81350
H3 2.43672 0.93120 3.50004
H4 1.19141 0.10830 1.83386
C1 0.66515 0.13374 -1.11282
N2 2.23745 0.41088 2.65286
H5 1.73360 0.26023 -0.95708
H6 0.17765 0.37680 -2.03035
C2 -0.14334 -0.06994 -0.02310
H7 -1.61204 -0.22524 -1.21973
O2 -1.77882 -0.15539 -2.55136
H8 3.09428 0.51713 2.12353

Calculated values
HOMO energy, eV: -8.628
Energy relative to the best compared isomer or geometry (same formula, charge and spin), kJ/mol: 761.31
Total charge: 0
M, g mol⁻¹: 92.098

=====

Entry 4:
A 2-piece molecular cluster, C2H8N2O2 overall at a distorted geometry. Source: OMol25; level of theory: ωB97M-V with the def2-TZVPD basis set.

Geometry (Å):
N1 -0.15826 -0.42389 -0.90965
H1 1.53801 -0.85703 1.30320
H2 1.99442 0.11610 -0.83267
C1 -0.05935 -1.82566 -0.92074
H3 -0.99419 -2.16844 -1.33694
N2 1.25881 0.07475 1.07171
H4 -1.40593 2.23201 0.60764
C2 1.03816 0.24341 -0.29898
O1 -1.91414 1.46609 0.50528
H5 0.80714 1.32708 -0.47771
H6 0.68217 0.43000 1.76645
H7 -1.06770 -0.00614 -0.95078
H8 -2.69541 1.68436 1.02624
O2 0.97628 -2.29265 -0.55304

Calculated values
HOMO energy, eV: -8.997
Energy relative to the best compared isomer or geometry (same formula, charge and spin), kJ/mol: 136.73
SMILES: NCNC=O.O
Total charge: 0
M, g mol⁻¹: 92.098

=====

Entry 5:
A 2-piece molecular cluster, C2H8N2O2 overall at a distorted geometry. Source: OMol25; level of theory: ωB97M-V with the def2-TZVPD basis set.

Geometry (Å):
O1 2.44442 -0.54535 2.47880
N1 0.78418 -0.78193 -1.13433
C1 -2.45559 0.42932 -0.38296
O2 0.27679 1.29394 -0.26375
H1 1.79808 -0.73376 -1.07522
H2 -3.06007 0.17325 0.55197
H3 0.55296 -1.67595 -1.56856
H4 -1.38086 -0.99350 -1.33346
H5 -3.03677 0.32976 -1.25225
H6 1.64256 -0.31546 1.91547
N2 -1.28334 -0.32392 -0.64917
H7 -2.05981 1.52440 -0.18084
C2 -0.01303 0.18359 -0.55688
H8 2.08005 -0.23402 3.34597

Calculated values
HOMO energy, eV: -9.549
Energy relative to the best compared isomer or geometry (same formula, charge and spin), kJ/mol: 111.02
SMILES: CNC(N)=O.O
Total charge: 0
M, g mol⁻¹: 92.098

=====

Entry 6:
A 2-piece molecular cluster, C2H8N2O2S overall at a distorted geometry. Source: OMol25; level of theory: ωB97M-V with the def2-TZVPD basis set.

Geometry (Å):
H1 2.85805 0.21953 1.15362
O1 0.68548 -1.55504 1.41839
N1 -1.08495 0.99731 -0.19648
H2 3.19521 -0.89364 -0.21208
H3 -1.41367 0.36556 1.73650
H4 -2.76299 1.21172 0.97951
H5 -0.62384 0.85293 -2.08498
N2 -1.30685 0.55743 -1.40182
C1 -1.96645 0.48172 0.80560
S1 0.80192 -0.70225 0.24347
H6 -2.41383 -0.47895 0.52731
O2 0.54945 -1.33614 -1.05688
H7 2.58237 0.75178 -0.52888
H8 -1.67448 -0.38445 -1.53785
C2 2.57458 -0.08753 0.15457

Calculated values
Multiplicity: 3
HOMO energy (alpha / beta), eV: -6.932 / -9.908
Energy relative to the best compared isomer or geometry (same formula, charge and spin), kJ/mol: 0.00
Expectation value of S²: 2.009
Total charge: 0
M, g mol⁻¹: 124.165

=====

Entry 7:
A 2-piece molecular cluster, C2H8N2S overall at a distorted geometry. Source: OMol25; level of theory: ωB97M-V with the def2-TZVPD basis set.

Geometry (Å):
C1 2.24261 0.91993 -0.16830
H1 0.94749 -0.66295 0.30711
H2 3.01930 1.37170 -1.82159
H3 -3.32967 -1.37794 -0.21651
H4 -1.53554 -1.80003 -0.03280
H5 1.66374 0.19051 1.59177
N1 1.44684 0.16077 0.60984
N2 2.15081 1.00762 -1.44240
S1 -1.85325 0.56491 0.14221
H6 2.83371 1.62844 0.42980
C2 -2.37924 -1.20776 0.29648
H7 -2.67083 -1.44796 1.32100
H8 -2.53597 0.65277 -1.01663

Calculated values
Multiplicity: 2
HOMO energy (alpha / beta), eV: 1.093 / -4.709
Energy relative to the best compared isomer or geometry (same formula, charge and spin), kJ/mol: 97.85
Expectation value of S²: 0.750
Total charge: -1
M, g mol⁻¹: 92.167

=====

Entry 8:
A 2-piece molecular cluster, C2H8N2S overall. Source: OMol25; level of theory: ωB97M-V with the def2-TZVPD basis set.

Geometry (Å):
N1 0.16865 -0.42849 1.53196
H1 1.50019 -1.11093 0.10753
H2 2.12512 -1.16073 1.78783
H3 -1.80911 1.20191 1.82160
H4 -1.80445 1.66873 0.18097
N2 -1.29199 1.28699 0.95965
H5 0.90364 -2.35020 1.25207
H6 0.35366 0.75089 -0.17115
C1 1.26248 -1.32918 1.14758
C2 -0.22067 0.53457 0.74568
H7 -1.17027 0.45333 -2.36238
S1 0.06680 -0.04422 -2.19856
H8 -0.32709 -0.58299 2.39874

Calculated values
HOMO energy, eV: -6.613
Energy relative to the best compared isomer or geometry (same formula, charge and spin), kJ/mol: 103.74
Total charge: 0
M, g mol⁻¹: 92.167